Record 1
ORCA calculation (ωB97M-V with the def2-TZVPD basis set) on a molecular structure, C22H45N2P3RuSe.

Element x y z (Å)
H 0.44262 2.13649 4.88620
C 0.54282 -3.22473 1.68264
C 0.11014 1.39291 4.15196
C -3.45804 0.81134 0.78159
H 1.26019 2.55828 -3.30255
H 1.42927 4.29717 0.18192
C 2.09378 -0.33422 0.72984
N -1.67882 -0.56060 2.78374
H -0.79174 -1.86028 -3.03692
C 1.85561 -4.77145 -6.00458
C 2.95364 2.08983 -1.09550
H 1.04816 -1.88269 -0.42581
H 2.95589 0.30903 0.57717
H 1.37112 4.45883 -1.58751
H 3.45005 2.35333 -0.15822
C -0.59630 3.59174 2.60859
H -1.36478 -3.64924 3.70342
C 2.82252 -4.85433 -5.00195
C -3.15130 -1.50626 4.57776
H -0.29724 4.15231 3.50351
C 0.65598 1.90954 -2.65816
C -2.06471 -1.58080 3.55533
H -3.27370 -2.48348 5.08992
Ru 0.15757 0.62421 0.61217
C 0.69906 -4.01802 -5.81102
H -4.35674 1.11405 0.23170
H -3.43910 2.84800 -1.09851
H -3.51753 0.52537 -2.08447
C -1.30379 -2.66647 3.25350
C 0.92422 3.95278 -0.72437
H 0.67899 0.46987 4.29817
C -2.50746 0.21675 -1.78665
C 0.50381 -3.33855 -4.60317
H -1.76100 3.16492 -1.57746
N -0.69337 -0.91120 1.96857
H 0.45637 -4.19687 2.21610
Se -1.11140 -2.31754 -4.39952
P 1.11570 2.11596 -0.87737
H -1.81097 0.42967 -2.60128
H 1.32713 -2.89458 -2.65469
H -0.39890 2.14649 -2.81089
H -0.45027 4.22321 1.72885
H -1.66197 3.35130 2.67961
C -2.39664 2.81412 -0.76153
H -3.56144 -0.23933 1.06061
H -2.08723 0.38130 2.83537
H -0.12831 4.22935 -0.65389
H 0.30594 -3.46772 0.63272
C -0.44364 -2.24144 2.25286
C 2.62344 -4.17523 -3.79963
H 2.76060 1.83298 2.77781
H 3.23930 2.81062 -1.86902
H -2.27438 3.49243 0.08749
H -3.38499 1.40410 1.69862
H 1.59136 -2.92834 1.83109
H 1.99834 -5.29540 -6.94560
H 3.28729 1.09373 -1.39621
H -2.89910 -0.73129 5.33137
H 3.36857 -4.23152 -3.01097
H 3.72227 -5.44220 -5.15612
H 2.25296 -0.99650 1.57625
H 2.38859 3.25765 1.80282
H 2.14068 3.31462 3.56613
C 1.38479 -0.84412 -0.43516
H -2.49442 -0.86276 -1.61967
H -4.10649 -1.23597 4.08153
H 1.75138 -0.57595 -1.42787
H 0.81495 0.86510 -2.93867
H -0.04702 -3.96079 -6.59887
C 2.07469 2.67851 2.67496
C 1.47022 -3.41850 -3.59515
P -1.93163 1.08808 -0.24485
P 0.36271 2.01064 2.42057
H -0.94835 1.18179 4.32135

Computed properties:
Total charge: +4
E_LUMO (spin up / spin down), eV: -12.49 / -16.84
Kohn-Sham gap (spin up / spin down), eV: 6.230 / 2.208
Molecular weight, u: 610.57
HOMO energy (spin up / spin down), eV: -18.72 / -19.04
Total energy, a.u.: -4493.54101
2S+1: 5
Relative energy (zero: lowest compared OMol25 entry of this formula, charge and spin), kJ/mol: 29.9

---

Record 2
ORCA calculation (ωB97M-V with the def2-TZVPD basis set) on 2 unconnected molecules or ions with the total composition C3H7ClSi.

Element x y z (Å)
H -0.66407 2.57407 -1.20901
H -0.39361 -1.89775 -0.47206
C 1.06867 0.41042 0.45908
C -0.71639 -1.17920 0.24664
H -1.74710 -1.10452 0.21406
C -0.15857 0.16678 0.14357
H 1.69282 -0.39969 0.86391
H 1.85640 1.13034 0.30145
H -0.40297 -1.74819 1.23523
Si -1.24010 1.40625 -0.57397
Cl 3.45584 -0.81125 -0.75594
H -2.75093 1.45275 -0.45295

Computed properties:
E_LUMO (spin up / spin down), eV: -2.69 / -3.14
Kohn-Sham gap (spin up / spin down), eV: 5.635 / 4.410
Molecular weight, u: 106.63
HOMO energy (spin up / spin down), eV: -8.33 / -7.55
Total energy, a.u.: -868.01569
Relative energy (zero: lowest compared OMol25 entry of this formula, charge and spin), kJ/mol: 445.2

---

Record 3
ORCA calculation (ωB97M-V with the def2-TZVPD basis set) on a molecular structure, C59H50GeIrN6O5PS.

Element x y z (Å)
O -4.64102 -3.43094 -1.05490
C -5.32918 -3.74562 3.22415
H 1.19204 -3.37082 -0.56301
C 4.00727 -2.21653 -2.83214
C 5.98326 -1.43886 0.75635
H 3.29253 -2.92189 -2.42436
H 1.63925 0.54237 -2.16293
C -5.82638 2.75194 -0.92942
C -3.48529 1.26376 -0.29702
H -2.50992 -1.76717 2.04179
H 2.48936 3.71402 2.24065
C -4.82402 -3.50675 1.96478
H -2.11733 -0.40832 -5.25021
C -1.28028 1.38258 3.81168
N -6.77079 -3.12268 5.04897
C 7.73808 -0.72764 2.26325
C -4.74533 1.00662 0.29712
H 5.53970 -1.52315 -5.77254
C 2.06773 1.68049 2.04281
C -0.44967 0.87730 -2.59471
N -1.96126 0.22659 1.83788
H -5.34197 4.95894 -2.39111
H -0.42347 -3.56797 -3.20962
C -4.45067 4.38844 -2.16214
C -5.25424 -2.40113 1.23132
N -2.11253 -3.86488 0.18303
N -3.05300 -1.73429 -0.24682
H 6.59946 0.19599 -4.34517
H -4.08908 -4.17324 1.53314
C 4.58162 -1.24440 -2.01324
H 1.95885 6.56844 -0.71954
H 6.02282 0.35875 -1.97428
H 0.76230 5.64446 1.24583
H -1.88969 3.88462 3.32444
C -6.29235 -2.89379 3.78284
H -3.13122 5.75603 -3.14235
H 1.31887 2.93045 -2.80592
C 0.53998 -1.68133 0.44800
C 0.98347 5.02373 0.38690
C 1.60728 -2.38481 -0.35636
O 0.00884 -0.64269 -0.14888
C 6.76881 -2.53891 0.40347
H 0.15121 -1.24394 -5.75519
N -1.08475 3.80926 3.92179
H 6.41287 -3.24676 -0.33839
H -6.86326 1.36078 0.30982
H -0.31359 -5.73872 -1.93987
H -1.25078 0.24641 5.62506
H -4.99461 -4.61138 3.78282
N -1.57532 -2.63559 -1.78399
C 2.43926 2.92693 1.49290
C 3.55120 0.53331 0.53246
C -2.06215 4.10318 -2.28675
C -1.42611 -4.90075 -0.29535
H -1.09305 4.46081 -2.61366
Ir -1.94524 0.09701 -0.14444
C 0.56870 2.97418 -0.77838
C 0.82202 0.35428 -2.85008
C 1.66278 5.52794 -0.69294
C -2.15921 2.92339 -1.56639
H 8.60988 -3.59723 0.69894
Ge 4.25816 -1.19263 -0.08957
H 1.70262 -1.86169 -1.30767
H -6.72085 3.29104 -1.21605
H 9.46822 -1.98870 2.36632
S -4.61543 -2.15698 -0.39220
C -6.73482 -1.80092 3.03262
C -5.90498 1.68338 -0.07235
C -0.73139 2.61463 4.47453
H 4.83660 1.80537 -0.63321
C -1.51966 1.33882 2.46132
C 8.01327 -2.73900 0.97989
H -1.35664 -5.77352 0.34324
C 2.59600 0.50672 1.56751
C 8.49785 -1.83255 1.91339
H -7.59612 -2.63712 5.35216
H -4.80221 0.23832 1.05820
H 2.54862 5.04282 -2.60392
O 0.19549 -2.05723 1.55461
O 0.01083 2.51470 5.42347
C 1.94473 4.68992 -1.77924
C 6.48837 -0.53484 1.68739
C -1.47078 0.22790 4.56604
H -7.49919 -1.14802 3.43607
C 2.96137 -2.57247 0.35309
C -1.29286 -0.18632 -4.58689
H 2.81795 -2.64211 1.43226
P -0.77388 1.85001 -1.10871
C 5.26878 -1.44286 -4.72797
C 4.02876 1.76102 0.08795
C -4.56568 3.21006 -1.41439
H -6.60932 -4.01847 5.47322
H 5.90587 0.33378 1.97339
H -2.11208 -1.82309 4.46806
C -6.22342 -1.56540 1.76936
H -0.05190 3.39518 1.18988
C -2.19226 -2.81670 -0.61766
C 1.29673 3.46945 -1.86651
C 4.34563 -2.31720 -4.17731
H 3.93079 3.89863 0.27914
H 2.29951 -0.43215 2.01847
H 3.40016 -3.52491 0.04705
C -1.50854 0.59017 -3.45417
C -0.83417 -4.87889 -1.54418
H -1.37921 2.19486 1.82521
H -2.50378 0.97004 -3.25490
H 3.89232 -3.08427 -4.79309
C 1.03386 -0.39340 -3.99011
C -3.40239 2.47166 -1.11170
C -0.02359 -0.66063 -4.86035
H -6.61437 -0.74908 1.17732
C 0.70933 3.63780 0.46019
O -5.35709 -1.05195 -0.95082
C -3.21158 4.83190 -2.58632
C -0.90696 -3.68696 -2.24588
C 3.51697 2.95039 0.59523
C -2.16836 -0.88835 2.56885
C 5.85989 -0.47455 -3.92711
H 2.02489 -0.77286 -4.20203
C -1.93764 -0.90080 3.93354
C 5.52269 -0.38446 -2.58561
H 1.33742 1.65942 2.84689
H -0.78342 4.63750 4.41003
H 8.11818 -0.01524 2.98387

Computed properties:
Total charge: +1
E_LUMO (spin up / spin down), eV: -3.68 / -5.41
Kohn-Sham gap (spin up / spin down), eV: 6.432 / 4.700
Molecular weight, u: 1250.95
HOMO energy (spin up / spin down), eV: -10.11 / -10.11
Total energy, a.u.: -5903.59418
2S+1: 2
Relative energy (zero: lowest compared OMol25 entry of this formula, charge and spin), kJ/mol: 364.9

---

Record 4
ORCA calculation (ωB97M-V with the def2-TZVPD basis set) on a molecular structure, C3LiMgO6.

Element x y z (Å)
O -2.40989 1.78636 0.40008
Mg 3.35963 0.94760 0.10527
O -1.24171 1.19683 -1.43594
C 1.29752 -0.17370 0.11365
O -1.07116 -0.19005 0.52556
Li -1.95122 -2.03813 0.41571
C 0.02548 -0.86350 0.11366
O 2.37118 -0.74975 -0.31615
O -0.12947 -2.08014 -0.19410
C -1.66238 1.13477 -0.29899
O 1.41202 1.02970 0.57124

Computed properties:
E_LUMO (spin up / spin down), eV: -3.24 / -3.33
Kohn-Sham gap (spin up / spin down), eV: 2.395 / 5.066
Molecular weight, u: 163.27
HOMO energy (spin up / spin down), eV: -5.63 / -8.40
Total energy, a.u.: -773.40977
2S+1: 2
Relative energy (zero: lowest compared OMol25 entry of this formula, charge and spin), kJ/mol: 277.4

---

Record 5
ORCA calculation (ωB97M-V with the def2-TZVPD basis set) on 3 unconnected molecules or ions with the total composition C5H13NO.

Element x y z (Å)
H -1.58568 1.54554 0.04237
H -2.04255 -1.70964 -0.31740
H 2.13375 1.18614 -0.69311
H -1.11730 -0.40977 -1.12421
H -0.18554 -2.95997 -0.58560
O 2.06716 -0.46892 -1.84027
C 1.17661 1.48457 1.20025
H 1.93816 1.07588 1.83528
C -1.20305 -1.01107 -0.21917
H -2.55986 1.42589 1.44323
N -1.34538 -0.20014 0.90242
H 0.79397 2.39019 -0.62425
H 0.19850 -2.24396 0.92871
C 1.34454 1.65426 -0.10787
H 0.89375 -1.57912 -0.54300
H -3.01265 0.56682 -0.08322
H 2.63210 -0.96992 -2.47715
H 0.13979 1.24410 1.49844
C -2.22164 0.83922 0.61228
C -0.01598 -1.99270 -0.09831

Computed properties:
Total charge: +1
E_LUMO (spin up / spin down), eV: -8.01 / -8.45
Kohn-Sham gap (spin up / spin down), eV: 5.281 / 4.493
Molecular weight, u: 103.16
HOMO energy (spin up / spin down), eV: -13.30 / -12.95
Total energy, a.u.: -327.72577
2S+1: 2
Relative energy (zero: lowest compared OMol25 entry of this formula, charge and spin), kJ/mol: 760.2

---

Number 1: strongest force on any atom 4.44 eV/Å. Number 2: strongest force on any atom 6.10 eV/Å. Number 3: strongest force on any atom 3.59 eV/Å. Number 4: strongest force on any atom 2.81 eV/Å. Number 5: strongest force on any atom 3.18 eV/Å.